A structure of composition C14H8AuCl3F9GeN5OS2. Source: OMol25; level of theory: ωB97M-V with the def2-TZVPD basis set.

Spin multiplicity: 4
Gap between HOMO and LUMO (alpha / beta): 0.201 / 0.113 Eh
LUMO level (alpha / beta): -0.195 / -0.303 Ha
E_HOMO (alpha / beta): -10.8 / -11.3 eV
Charge: +1
Calculated total energy: -6175.43510 a.u.

Each line ends with the Mulliken spin population.
Element x y z (Å)
Au (0.16430, -1.30156, -0.19930)  0.50
C (0.25167, -1.14735, 3.54968)  0.00
C (1.30633, -0.47982, 2.76327)  0.09
N (1.40801, -0.43461, 1.47137)  0.05
C (2.47271, 0.32460, 1.04500)  0.09
C (3.22710, 0.86770, 2.08734)  0.22
S (2.58614, 0.42432, 3.56689)  0.10
C (2.68684, 0.50181, -0.33885)  0.09
C (3.68358, 1.28586, -0.92843)  0.24
S (3.56814, 1.22115, -2.59398)  0.09
C (2.18410, 0.13937, -2.46961)  0.10
N (1.85695, -0.12104, -1.24249)  0.01
C (1.52917, -0.37055, -3.68624)  0.01
H (-0.39895, -1.71606, 2.88987)  0.00
H (-0.32813, -0.39184, 4.08570)  0.01
H (0.69580, -1.81171, 4.29288)  0.01
H (4.10374, 1.48844, 2.01083)  0.00
H (4.44144, 1.86874, -0.43229)  0.00
H (2.21551, -0.37864, -4.53044)  0.00
H (0.67708, 0.27275, -3.93479)  0.02
H (1.13135, -1.36831, -3.50864)  0.00
Cl (-1.93138, 0.75263, -3.86370)  0.06
Ge (-2.77250, -0.37603, -2.18872)  0.54
Cl (-4.40634, -1.53194, -3.11774)  0.22
Cl (-1.15914, -2.11401, -2.09219)  0.20
F (-0.65261, 3.89561, 0.20955)  0.00
C (-0.66670, 2.80626, -0.55380)  0.02
F (-0.83232, 3.16873, -1.82036)  0.00
F (0.56871, 2.25229, -0.47445)  0.01
C (-1.74390, 1.77272, -0.12131)  -0.11
O (-1.50917, 0.59985, -0.76819)  0.18
C (-1.65525, 1.54309, 1.42823)  0.01
F (-2.33617, 2.42792, 2.14261)  0.00
F (-0.36809, 1.61015, 1.85159)  0.00
F (-2.08814, 0.32324, 1.73513)  0.00
C (-3.16550, 2.34585, -0.43555)  0.01
F (-4.08572, 1.55556, 0.12276)  0.00
F (-3.33489, 3.58513, 0.00705)  0.00
F (-3.38363, 2.35011, -1.75497)  0.01
N (-0.52231, -2.84989, 0.96770)  0.12
C (-0.71211, -4.02197, 0.86973)  0.02
N (-0.92040, -5.21874, 0.72583)  0.05
C (-0.89797, -6.35855, 1.35985)  -0.01
N (-0.88739, -7.39123, 1.87319)  0.02

Cartesian forces (eV/Å) of the 6 atoms listed first:
0.1 -0.5 -0.1
0.0 0.0 0.0
0.0 0.0 -0.1
0.1 -0.1 0.0
0.0 0.0 -0.1
0.0 0.0 0.1